# 1
# C18H45N3V

A structure of composition C18H45N3V at a distorted geometry (ωB97M-V/def2-TZVPD, the OMol25 dataset).

Computed properties:
Kohn-Sham gap (alpha / beta): 8.97 / 11.04 eV
LUMO (alpha / beta): -6.57 / -5.85 eV
multiplicity: 4
total charge: +2
<S²>: 3.76
HOMO level (alpha / beta): -15.538 / -16.899 eV

XYZ file:
```
67
C18H45N3V | the OMol25 dataset | ωB97M-V/def2-TZVPD
V 0.307 0.025 -0.218
C -0.020 -1.859 -3.075
C 0.065 -2.501 -1.733
N -0.691 -1.852 -0.647
C -2.152 -1.788 -0.962
C -2.822 -2.950 -1.619
C -0.438 -2.810 0.445
C -0.837 -2.398 1.875
H 0.504 -2.405 -3.903
H 0.342 -0.851 -3.098
H -1.003 -1.752 -3.433
H 1.092 -2.551 -1.426
H -0.334 -3.505 -1.831
H -2.366 -0.963 -1.607
H -2.671 -1.596 -0.076
H -2.545 -3.112 -2.678
H -3.871 -2.744 -1.715
H -2.645 -3.815 -1.030
H 0.610 -3.164 0.567
H -1.093 -3.658 0.299
H -0.534 -1.354 2.100
H -0.313 -3.068 2.579
H -1.886 -2.521 2.055
C 0.174 2.024 2.740
C -0.593 2.313 1.478
N -1.243 1.119 0.913
C -2.145 0.570 1.977
C -3.319 1.364 2.366
C -2.050 1.538 -0.240
C -1.359 1.841 -1.484
H 0.697 1.056 2.717
H -0.430 2.103 3.626
H 0.912 2.797 2.921
H 0.100 2.720 0.743
H -1.267 3.190 1.700
H -1.653 0.438 2.895
H -2.494 -0.382 1.664
H -3.998 0.772 2.958
H -3.903 1.762 1.537
H -3.039 2.147 3.087
H -2.630 2.419 -0.042
H -2.779 0.734 -0.441
H -0.657 2.659 -1.477
H -1.998 2.146 -2.300
H -0.876 0.951 -1.887
C 2.572 -1.196 1.513
C 2.874 0.237 1.288
N 2.293 0.788 0.040
C 2.866 0.004 -1.049
C 2.358 0.401 -2.408
C 2.661 2.225 0.146
C 2.272 3.001 -1.091
H 3.190 -1.489 2.375
H 2.872 -1.906 0.803
H 1.555 -1.388 1.860
H 3.957 0.416 1.263
H 2.596 0.803 2.185
H 2.601 -1.042 -0.990
H 3.937 -0.120 -1.107
H 2.525 -0.483 -3.023
H 2.948 1.202 -2.850
H 1.362 0.724 -2.504
H 3.758 2.389 0.300
H 2.164 2.705 0.999
H 1.417 2.536 -1.541
H 3.100 3.070 -1.820
H 1.976 4.034 -0.709
```

---

# 2
# C18H46BaF6HgN2O24S4Zn

A structure of composition C18H46BaF6HgN2O24S4Zn at a distorted geometry (ωB97M-V/def2-TZVPD, the OMol25 dataset).

Computed properties:
Kohn-Sham gap: 8.55 eV
LUMO: -0.94 eV
multiplicity: 1
total charge: 0
HOMO level: -9.486 eV

XYZ file:
```
103
C18H46BaF6HgN2O24S4Zn | the OMol25 dataset | ωB97M-V/def2-TZVPD
Ba -1.668 -3.090 -1.557
Hg -0.720 1.920 -3.117
Zn -0.855 1.896 2.116
S -0.952 -0.636 -4.457
O -0.757 -1.821 -3.583
O -2.038 0.269 -3.898
O 0.239 0.268 -4.351
O -1.240 -1.037 -5.806
S -0.926 0.133 0.157
O -1.003 -1.320 0.153
O 0.247 0.666 0.940
O -0.892 0.734 -1.156
O -2.041 0.680 0.998
C -1.043 5.800 -0.368
F -1.675 6.338 0.685
F -1.472 6.403 -1.478
F 0.262 5.964 -0.244
S -1.496 4.005 -0.440
O -0.689 3.525 -1.573
O -0.985 3.428 0.800
O -2.918 3.955 -0.621
C 1.280 5.196 3.324
F 1.884 6.108 4.077
F -0.035 5.470 3.293
F 1.753 5.297 2.075
S 1.546 3.484 3.976
O 0.717 2.680 3.071
O 2.957 3.266 3.844
O 0.977 3.532 5.308
C -3.720 -3.229 1.865
C -3.075 -2.371 2.936
O -1.695 -2.116 2.762
O -3.607 -2.623 0.592
H -4.771 -3.334 2.161
H -3.323 -4.246 1.826
H -3.299 -2.810 3.910
H -3.609 -1.406 2.942
H -1.573 -1.812 1.846
H -4.202 -1.843 0.593
C -5.320 0.025 -0.437
C -4.360 0.374 -1.540
O -3.582 -0.772 -1.893
O -4.668 -0.311 0.781
H -5.917 -0.818 -0.799
H -5.981 0.879 -0.271
H -3.664 1.172 -1.239
H -4.870 0.801 -2.411
H -2.979 -0.443 -2.597
H -3.753 0.041 0.775
C 2.472 -1.470 2.294
C 3.661 -2.402 2.294
O 4.856 -1.705 2.580
O 2.692 -0.448 1.344
H 2.358 -1.084 3.317
H 1.549 -2.022 2.065
H 3.725 -2.918 1.323
H 3.526 -3.178 3.049
H 4.766 -0.823 2.201
H 1.816 -0.055 1.171
C -2.833 1.991 4.284
C -1.682 1.183 4.846
O -1.064 0.517 3.719
O -2.388 2.814 3.208
H -3.368 2.549 5.056
H -3.571 1.266 3.914
H -2.066 0.437 5.542
H -0.927 1.775 5.365
H -1.358 -0.407 3.709
H -2.868 3.646 3.216
C 2.743 3.611 -1.104
C 2.879 2.481 -2.123
C 4.010 1.554 -1.754
O 4.184 0.638 -2.837
C 4.998 -0.474 -2.527
N 1.596 1.740 -2.248
H 2.631 3.202 -0.094
H 1.896 4.262 -1.298
H 3.679 4.174 -1.107
H 3.075 2.929 -3.101
H 3.756 1.009 -0.833
H 4.965 2.065 -1.588
H 6.034 -0.297 -2.839
H 4.560 -1.328 -3.041
H 5.094 -0.676 -1.454
H 1.410 1.385 -1.304
H 1.874 0.877 -2.726
C 1.585 -6.298 -3.760
C 0.878 -5.385 -2.740
C 1.567 -4.022 -2.660
O 1.058 -3.268 -1.546
C 1.742 -2.023 -1.407
N -0.541 -5.188 -3.138
H 1.241 -7.320 -3.590
H 2.665 -6.266 -3.633
H 1.288 -6.025 -4.773
H 0.941 -5.880 -1.770
H 1.480 -3.442 -3.585
H 2.622 -4.178 -2.412
H 2.826 -2.141 -1.356
H 1.413 -1.581 -0.471
H 1.472 -1.333 -2.212
H -0.924 -6.084 -3.427
H -0.485 -4.656 -4.009
```

---

# 3
# C18H46BrO9P3

A cluster of 3 separate species, C18H46BrO9P3 in total (ωB97M-V/def2-TZVPD, the OMol25 dataset).

Computed properties:
Kohn-Sham gap: 8.62 eV
LUMO: 0.55 eV
multiplicity: 1
total charge: 0
HOMO level: -8.073 eV

XYZ file:
```
77
C18H46BrO9P3 | the OMol25 dataset | ωB97M-V/def2-TZVPD
C -2.695 1.813 1.017
C -3.658 1.367 -0.101
C -4.662 0.273 0.309
C -4.238 -1.121 -0.141
C -2.944 -1.634 0.524
P -3.127 -3.174 1.542
C -1.712 -4.080 0.637
C -0.305 -3.454 0.682
C 0.018 -2.675 1.948
Br 1.653 -1.623 1.682
C -4.497 -2.453 2.657
C -3.996 -1.383 3.624
C -5.111 -0.732 4.443
O -5.690 0.368 3.769
C -4.973 1.569 3.932
H -2.836 1.233 1.930
H -1.649 1.695 0.731
H -2.833 2.860 1.278
H -3.076 1.012 -0.952
H -4.215 2.238 -0.440
H -4.804 0.291 1.391
H -5.636 0.494 -0.128
H -4.043 -1.071 -1.214
H -5.059 -1.826 -0.017
H -2.501 -0.869 1.165
H -2.201 -1.839 -0.244
H -2.446 -3.469 2.778
H -4.032 -4.157 1.054
H -2.007 -4.193 -0.410
H -1.683 -5.089 1.062
H 0.446 -4.240 0.595
H -0.164 -2.790 -0.171
H 0.240 -3.316 2.794
H -0.727 -1.940 2.228
H -4.827 -3.304 3.264
H -5.373 -2.113 2.099
H -3.289 -1.853 4.315
H -3.453 -0.594 3.099
H -5.916 -1.447 4.600
H -4.742 -0.422 5.427
H -5.237 2.233 3.112
H -5.232 2.050 4.879
H -3.892 1.405 3.909
C 6.101 -0.456 -3.989
O 5.017 -1.366 -4.248
P 3.527 -0.806 -4.310
O 3.420 0.604 -4.664
O 2.871 -1.219 -2.923
C 3.366 -0.602 -1.727
O 2.815 -1.800 -5.298
C 2.913 -3.217 -5.105
H 6.523 -0.120 -4.934
H 5.773 0.412 -3.421
H 6.851 -1.003 -3.423
H 3.560 0.460 -1.888
H 4.278 -1.102 -1.396
H 2.598 -0.713 -0.968
H 3.001 -3.469 -4.049
H 3.776 -3.599 -5.648
H 2.003 -3.658 -5.504
C 5.236 5.616 0.380
O 4.272 4.554 0.315
P 4.545 3.302 -0.633
O 5.951 3.056 -0.929
O 3.605 3.517 -1.895
C 3.972 4.492 -2.874
O 3.804 2.129 0.099
C 2.447 2.261 0.552
H 5.915 5.440 1.212
H 5.816 5.689 -0.538
H 4.687 6.540 0.542
H 5.034 4.418 -3.111
H 3.734 5.496 -2.515
H 3.390 4.281 -3.766
H 1.886 2.975 -0.050
H 2.438 2.568 1.596
H 1.997 1.278 0.453
```

---

# 4
# C18H47Be2NO10

A structure of composition C18H47Be2NO10 at a distorted geometry (ωB97M-V/def2-TZVPD, the OMol25 dataset).

Computed properties:
Kohn-Sham gap (alpha / beta): 5.40 / 5.40 eV
LUMO (alpha / beta): 1.02 / 1.00 eV
multiplicity: 2
total charge: -1
<S²>: 1.75
HOMO level (alpha / beta): -4.379 / -4.399 eV

XYZ file:
```
78
C18H47Be2NO10 | the OMol25 dataset | ωB97M-V/def2-TZVPD
Be 6.783 -12.473 13.100
Be 5.665 -18.286 14.797
O 5.907 -16.318 16.563
C 5.180 -15.101 16.795
C 5.460 -13.770 15.985
O 6.714 -13.187 15.693
H 5.414 -14.787 17.812
H 4.148 -15.450 16.819
H 4.948 -12.920 16.437
H 4.947 -13.861 15.027
O 4.697 -17.281 12.566
C 3.970 -16.077 12.767
C 4.097 -14.771 11.864
O 5.368 -14.221 11.640
H 4.047 -15.774 13.811
H 2.917 -16.351 12.711
H 3.534 -13.938 12.284
H 3.738 -14.959 10.852
C 3.863 -13.090 20.071
C 3.343 -12.440 21.358
C 2.490 -13.471 22.155
C 3.395 -14.427 22.979
C 4.437 -13.644 23.864
C 5.325 -12.686 23.034
N 4.494 -11.880 22.133
O 5.214 -10.904 21.541
C 6.033 -11.754 24.080
C 6.384 -13.482 22.273
C 2.465 -11.256 21.008
H 4.605 -12.409 19.654
H 3.151 -13.199 19.253
H 4.388 -14.038 20.187
H 1.744 -13.024 22.812
H 1.976 -14.127 21.451
H 4.073 -14.987 22.335
H 2.750 -15.128 23.508
H 5.057 -14.301 24.474
H 3.900 -13.040 24.596
H 5.355 -11.255 24.772
H 6.748 -12.333 24.665
H 6.617 -10.961 23.612
H 6.790 -14.255 22.926
H 6.000 -13.889 21.338
H 7.322 -12.979 22.038
H 3.091 -10.409 20.726
H 1.970 -10.899 21.911
H 1.739 -11.437 20.216
H 4.770 -10.129 21.895
C 6.533 -16.967 20.073
O 7.193 -17.290 18.912
H 5.611 -17.544 20.147
H 7.237 -17.034 20.902
H 6.169 -15.941 20.129
H 6.636 -17.140 18.145
C 6.711 -10.449 18.167
O 7.354 -10.658 16.981
H 6.664 -11.464 18.561
H 7.261 -9.806 18.854
H 5.742 -10.010 17.926
H 7.038 -11.392 16.448
C 8.550 -13.912 19.523
O 8.978 -13.290 18.336
H 7.468 -14.039 19.513
H 9.155 -14.817 19.558
H 8.824 -13.336 20.407
H 8.538 -12.437 18.365
C 3.571 -10.875 13.938
O 4.515 -11.224 13.019
H 2.707 -10.450 13.428
H 3.207 -11.743 14.487
H 3.979 -10.183 14.675
H 4.094 -11.109 12.164
C 2.103 -17.479 15.644
O 3.374 -17.905 15.998
H 1.436 -17.607 16.497
H 1.978 -16.449 15.310
H 1.700 -17.984 14.767
H 3.684 -17.137 16.484
```

---

# 5
# C18H48BF4O6V

A structure of composition C18H48BF4O6V at a distorted geometry (ωB97M-V/def2-TZVPD, the OMol25 dataset).

Computed properties:
Kohn-Sham gap (alpha / beta): 5.00 / 10.10 eV
LUMO (alpha / beta): 0.47 / 0.31 eV
multiplicity: 5
total charge: 0
<S²>: 6.00
HOMO level (alpha / beta): -4.538 / -9.786 eV

XYZ file:
```
78
C18H48BF4O6V | the OMol25 dataset | ωB97M-V/def2-TZVPD
V -2.970 -25.139 -18.713
B -0.960 -23.703 -16.508
F -0.639 -24.820 -15.750
F -1.956 -24.001 -17.427
F -1.327 -22.725 -15.627
F 0.133 -23.358 -17.271
C -6.353 -23.961 -15.651
C -4.856 -24.389 -15.893
C -4.331 -25.340 -14.838
O -4.719 -24.940 -17.181
H -6.485 -22.951 -16.039
H -6.682 -24.005 -14.613
H -7.070 -24.575 -16.195
H -4.160 -23.552 -15.964
H -4.832 -26.224 -14.444
H -4.185 -24.717 -13.956
H -3.328 -25.527 -15.223
H -5.524 -25.434 -17.348
C 2.704 -25.397 -16.724
C 2.325 -26.158 -17.958
C 2.677 -27.632 -17.728
O 0.963 -25.957 -18.113
H 2.628 -24.318 -16.852
H 3.701 -25.571 -16.318
H 1.982 -25.629 -15.941
H 3.000 -25.778 -18.726
H 2.123 -28.124 -16.929
H 3.750 -27.727 -17.558
H 2.427 -28.242 -18.596
H 0.813 -25.036 -17.885
C -3.916 -21.267 -18.190
C -3.486 -21.837 -19.519
C -2.010 -21.561 -19.768
O -3.724 -23.194 -19.595
H -3.762 -20.188 -18.158
H -3.223 -21.672 -17.453
H -4.872 -21.423 -17.690
H -4.179 -21.499 -20.289
H -1.394 -21.739 -18.887
H -1.978 -20.492 -19.979
H -1.462 -22.076 -20.557
H -4.632 -23.287 -19.892
C 1.392 -26.986 -13.320
C 0.598 -26.739 -12.059
C -0.187 -25.506 -12.127
O -0.281 -27.804 -11.950
H 0.708 -26.835 -14.156
H 1.645 -28.046 -13.340
H 2.156 -26.216 -13.427
H 1.241 -26.745 -11.180
H 0.471 -24.748 -12.553
H -0.314 -25.216 -11.084
H -1.143 -25.657 -12.630
H -0.775 -27.817 -12.773
C 0.460 -24.255 -21.718
C -0.941 -25.028 -21.366
C -0.993 -26.415 -21.973
O -0.925 -25.104 -19.920
H 1.220 -24.921 -22.128
H 0.831 -23.811 -20.795
H 0.298 -23.385 -22.354
H -1.799 -24.493 -21.774
H -1.474 -26.296 -22.944
H -1.524 -27.138 -21.353
H -0.019 -26.845 -22.208
H -0.115 -25.483 -19.573
C -2.381 -28.960 -19.019
C -2.188 -28.255 -17.678
C -1.098 -28.890 -16.828
O -1.944 -26.852 -17.735
H -3.087 -28.472 -19.690
H -2.837 -29.933 -18.838
H -1.428 -28.967 -19.548
H -3.158 -28.374 -17.195
H -0.758 -28.237 -16.025
H -0.231 -28.943 -17.487
H -1.249 -29.960 -16.680
H -1.482 -26.603 -16.931
```

---

# 6
# C18H48BO25

A cluster of 11 separate species, C18H48BO25 in total at a distorted geometry (ωB97M-V/def2-TZVPD, the OMol25 dataset).

Computed properties:
Kohn-Sham gap: 8.70 eV
LUMO: 1.49 eV
multiplicity: 1
total charge: -1
energy relative to the best compared isomer or geometry (same formula, charge and spin): 85.5 kcal per mole
HOMO level: -7.212 eV

XYZ file:
```
92
C18H48BO25 | the OMol25 dataset | ωB97M-V/def2-TZVPD
O 4.942 1.351 2.082
C 4.050 1.185 1.310
O 2.819 0.846 1.540
B 2.215 0.335 0.331
O 3.101 0.778 -0.755
C 4.155 1.213 -0.241
O 5.141 1.564 -0.906
O 0.856 0.904 0.112
C -0.022 -0.052 0.069
O -1.211 0.087 -0.218
C 0.759 -1.382 0.183
O 2.005 -1.100 0.458
O 0.383 -2.537 0.143
O -2.876 3.071 -4.727
H -2.547 3.970 -4.711
H -2.903 2.808 -3.807
O -8.439 2.545 -2.159
H -8.091 3.287 -1.665
H -8.093 1.774 -1.709
O 2.631 -0.550 -6.086
H 3.543 -0.714 -5.846
H 2.312 0.056 -5.417
C 14.310 -0.751 -1.028
C 13.144 0.066 -0.494
O 12.860 1.178 -1.345
O 13.988 -1.663 -2.075
H 14.817 -1.239 -0.195
H 15.096 -0.117 -1.437
H 13.412 0.336 0.527
H 12.299 -0.619 -0.419
H 11.935 1.413 -1.236
H 14.050 -1.173 -2.898
C 1.725 6.910 -5.670
C 2.691 6.818 -4.457
O 2.991 7.971 -3.741
O 0.497 7.533 -5.183
H 1.507 5.922 -6.076
H 2.151 7.587 -6.411
H 3.644 6.447 -4.834
H 2.248 6.230 -3.653
H 2.203 8.363 -3.357
H 0.653 8.051 -4.390
C -7.389 -5.605 -2.129
C -7.669 -6.490 -0.857
O -8.623 -7.438 -1.145
O -8.576 -4.866 -2.537
H -6.952 -6.354 -2.788
H -6.646 -4.916 -1.728
H -8.035 -5.938 0.008
H -6.704 -6.884 -0.537
H -9.469 -6.987 -1.088
H -8.455 -4.627 -3.458
C 7.138 -4.106 -4.204
C 6.037 -5.035 -3.684
O 5.292 -5.821 -4.651
O 6.817 -2.909 -4.880
H 7.817 -4.720 -4.795
H 7.729 -3.854 -3.323
H 5.222 -4.395 -3.347
H 6.287 -5.581 -2.774
H 4.726 -6.346 -4.081
H 7.528 -2.307 -4.647
C -9.204 0.559 4.163
C -9.258 -0.353 2.942
O -10.626 -0.599 2.523
O -9.282 1.948 3.829
H -8.362 0.410 4.839
H -10.138 0.296 4.660
H -8.869 -1.296 3.326
H -8.542 -0.133 2.150
H -10.832 0.145 1.953
H -9.934 2.100 3.141
C -4.122 -4.672 7.495
C -4.277 -5.602 6.317
O -5.691 -5.789 6.320
O -2.723 -4.298 7.582
H -4.395 -5.175 8.423
H -4.700 -3.762 7.336
H -3.731 -6.523 6.523
H -3.934 -5.292 5.330
H -5.780 -6.669 5.946
H -2.644 -3.600 8.236
C -0.129 6.382 4.184
C -1.602 5.847 4.265
O -2.231 6.442 5.413
O -0.066 7.758 3.763
H 0.344 5.648 3.531
H 0.182 6.212 5.215
H -1.546 4.806 4.585
H -2.228 5.901 3.375
H -2.251 7.396 5.302
H -0.452 8.391 4.373
```